The following is a quantum chemistry calculation of a structure of composition H5ISi2 at a distorted geometry, from the Open Molecules 2025 dataset.

Geometry as ORCA input:
```
! wB97M-V def2-TZVPD RIJCOSX def2/J DEFGRID3
* xyz 0 1
Si -0.8444 0.3580 0.8309
Si 0.8968 -0.3182 -0.5591
I -0.1396 -1.9616 -2.2145
H -1.0737 -0.5826 2.0816
H -0.3452 1.7043 1.3060
H -2.0080 0.7127 -0.1967
H 1.9135 -1.0317 0.1549
H 1.6006 1.1190 -1.4032
*
```

strongest force on any atom = 3.1 eV/Å
HOMO-LUMO gap = 9.5 eV
LUMO = 0.0008 Ha